[1]
84
Properties=species:S:1:pos:R:3:forces:R:3:mulliken_charge:R:1 method="wB97M-V/def2-TZVPD" de_lowest_kj_mol=33.9 homo_lumo_gap_ev=7.3 total_energy_ha=-3490.37625
Ir 0.09113 0.17562 0.30823 2.24 2.48 -0.06 2.359
C 3.43562 -1.99262 4.45726 0.00 0.00 0.01 -0.769
C 3.10907 -0.55583 4.83614 -0.02 0.03 -0.01 -0.879
N 1.82402 -0.12239 4.27573 0.10 0.00 0.03 0.479
C 0.65288 -0.33634 5.12662 -0.02 0.00 -0.02 -0.570
C 0.31901 0.87856 5.97748 0.00 0.01 0.00 -1.288
C 1.75101 0.32094 3.01943 -0.17 0.14 0.12 0.208
S 0.19865 0.93254 2.50833 -0.13 -0.29 0.17 -0.707
N 2.90844 0.28064 2.33908 0.00 -0.27 -0.15 0.011
C 3.01013 0.50985 1.04242 0.02 0.22 0.29 -0.022
O 2.10051 0.85148 0.22961 0.00 -0.84 -0.14 -0.770
C 4.37176 0.30904 0.45962 -0.01 0.15 -0.04 0.283
C 5.48250 0.08480 1.26760 0.00 0.01 0.01 -0.100
C 6.72246 -0.14971 0.69570 0.00 0.00 0.00 -0.800
C 6.85848 -0.17341 -0.68649 -0.01 0.01 0.00 -0.361
C 5.75142 0.04047 -1.49634 0.00 0.00 0.01 -0.823
C 4.51237 0.28497 -0.92490 0.01 0.00 0.00 -0.269
H 4.41325 -2.27367 4.85234 -0.01 0.00 0.01 0.446
H 3.44951 -2.09435 3.37229 0.01 0.00 0.00 0.047
H 2.69451 -2.68406 4.86154 0.00 0.00 0.00 0.237
H 3.88371 0.11784 4.48004 0.00 0.00 0.00 0.481
H 3.03192 -0.44630 5.91911 0.01 0.01 0.00 0.484
H 0.88617 -1.19443 5.76042 -0.01 -0.01 0.00 0.559
H -0.19101 -0.60289 4.49120 0.01 0.00 -0.02 0.119
H 1.14878 1.14329 6.63573 0.00 0.00 -0.01 0.350
H -0.55603 0.67355 6.59523 0.01 -0.01 0.01 0.428
H 0.09416 1.73382 5.34065 -0.01 0.00 0.00 0.261
H 5.35602 0.09108 2.34121 0.00 0.00 0.00 0.401
H 7.58430 -0.32172 1.32762 0.00 0.00 0.00 0.422
H 7.82730 -0.36132 -1.13178 0.00 -0.01 0.00 0.396
H 5.85345 0.00857 -2.57355 0.00 0.01 0.00 0.411
H 3.63539 0.44621 -1.53742 0.00 -0.02 -0.01 0.426
N 0.00086 0.90557 -3.75869 0.02 -0.01 0.00 -0.005
C 0.17837 -0.44609 -3.98502 -0.03 0.03 -0.05 -0.931
C 0.37806 -1.01335 -2.76758 0.21 -0.06 0.09 -0.455
N 0.33824 -0.03498 -1.80834 -0.79 -0.02 -0.05 0.388
C 0.08356 1.10052 -2.43518 0.30 0.02 0.11 -0.116
C -0.07265 2.29332 -1.62836 0.11 -0.10 -0.11 0.295
N -0.09852 2.13554 -0.32504 -0.72 0.05 -0.14 0.224
C -0.23147 3.37514 0.24134 0.00 -0.02 -0.07 -0.481
C -0.28212 4.29838 -0.75612 0.05 -0.01 -0.01 -0.910
N -0.16578 3.59737 -1.94037 -0.08 0.00 0.00 0.035
H -0.29006 1.58023 -4.44288 0.01 0.00 0.00 0.196
H 0.13786 -0.86773 -4.97237 0.01 0.00 0.00 0.391
H 0.54950 -2.04372 -2.51235 -0.06 -0.01 0.01 0.197
H -0.26406 3.50818 1.30757 -0.01 -0.01 0.01 0.474
H -0.37061 5.36878 -0.73394 -0.01 0.00 -0.01 0.411
H -0.20395 3.99200 -2.86276 0.03 0.00 0.00 0.186
O -2.24531 -0.96399 2.30497 -0.04 0.04 0.05 -0.543
C -2.69359 -0.56868 1.25394 0.05 0.11 -0.14 -0.026
C -4.14869 -0.68568 0.84186 -0.01 0.02 0.02 -0.432
C -4.13683 -0.27225 -0.61716 -0.04 0.03 -0.02 -0.779
C -2.76730 0.34623 -0.81502 0.01 0.03 0.05 0.395
O -2.45825 0.97162 -1.82014 0.02 -0.03 -0.03 -0.585
N -1.96674 0.08731 0.26401 -0.09 -0.94 0.38 0.227
H -4.73499 -0.01086 1.46803 -0.01 -0.01 0.00 0.295
H -4.49223 -1.70105 1.02960 0.02 -0.01 -0.01 0.232
H -4.91592 0.42460 -0.92048 0.00 0.02 0.02 0.409
H -4.17924 -1.13517 -1.28509 -0.01 0.00 0.00 0.232
C 2.67363 -5.04297 1.03680 0.01 -0.01 0.01 -0.975
C 2.27749 -4.86616 -0.41748 -0.06 0.02 0.05 0.525
C 3.18727 -3.91372 -1.17152 0.01 -0.01 -0.03 -1.107
O 0.89300 -4.46188 -0.59308 0.06 0.07 -0.10 -0.521
P 0.01981 -3.45168 0.27166 0.03 0.26 0.26 0.532
S -1.54289 -2.85982 -0.69322 -0.25 -0.58 -0.29 -0.460
S 1.18607 -1.88226 0.92617 -0.87 -0.40 -0.19 -0.571
O -0.27434 -4.35938 1.55686 0.05 -0.01 -0.04 -0.257
C -0.95194 -3.76494 2.69946 0.02 -0.02 -0.02 2.236
C -2.38500 -4.25167 2.71755 0.01 -0.01 0.02 -1.553
C -0.15869 -4.16220 3.92570 0.02 -0.03 -0.01 -1.337
H 3.66732 -5.49315 1.07558 0.00 0.00 0.00 0.525
H 1.97105 -5.69257 1.55581 0.01 -0.01 0.00 0.269
H 2.71296 -4.08542 1.55827 0.00 0.00 0.00 -0.015
H 2.29811 -5.84145 -0.90677 0.00 -0.01 0.01 0.331
H 3.18357 -2.92508 -0.71378 0.00 0.00 0.01 0.081
H 2.86255 -3.82269 -2.20901 0.00 -0.01 0.00 0.287
H 4.20878 -4.29922 -1.16263 0.00 -0.01 0.00 0.483
H -0.93253 -2.68139 2.58285 -0.03 0.00 0.05 -0.997
H -2.41320 -5.34104 2.64760 -0.01 0.00 0.02 0.369
H -2.93694 -3.82626 1.88092 0.01 -0.04 -0.03 0.162
H -2.86946 -3.94287 3.64520 -0.01 0.03 -0.01 0.404
H -0.07747 -5.24951 3.99161 -0.01 0.00 0.01 0.361
H -0.65183 -3.79498 4.82766 0.01 0.02 0.00 0.428
H 0.84614 -3.73975 3.87571 0.00 -0.01 -0.01 0.025

[2]
102
Properties=species:S:1:pos:R:3:forces:R:3:mulliken_charge:R:1 method="wB97M-V/def2-TZVPD" de_lowest_kj_mol=120.6 charge=-2 homo_lumo_gap_ev=5.9 total_energy_ha=-9571.56311
Sr -0.40198 -1.10585 0.29302 1.70 -2.11 -0.30 1.827
O 0.05608 -2.26655 -2.11896 0.13 0.24 -1.04 -0.042
S -0.05706 -2.08336 -3.60877 -0.45 -0.02 0.68 -0.204
C -0.61276 -0.36742 -3.86706 0.06 -0.05 0.02 -0.270
C 0.43546 0.69143 -3.57810 -0.01 0.07 0.05 0.826
C -0.14229 2.11352 -3.53808 0.07 -0.06 0.14 -1.278
C -0.91957 2.47722 -2.27552 0.04 -0.15 0.06 -0.668
S -0.09379 2.36512 -0.63606 -0.24 0.08 -0.68 0.659
O 0.26806 0.90302 -0.56173 0.18 1.23 -0.03 -0.481
C 1.40141 3.19535 -1.14942 0.08 -0.05 0.15 0.314
C 1.37201 4.57494 -1.28772 0.00 0.01 -0.02 -0.696
C 2.49483 5.22822 -1.76955 0.00 0.00 0.00 -0.692
C 3.63745 4.50121 -2.08466 0.00 -0.01 0.01 -0.669
C 3.66407 3.12691 -1.89254 0.00 0.04 0.00 -0.574
C 2.54344 2.45860 -1.41319 0.00 0.01 0.03 0.759
C 1.57378 -1.93772 -4.33531 -0.17 -0.17 -0.14 0.189
C 2.67661 -1.67893 -3.55238 0.21 0.05 0.26 0.607
C 3.92282 -1.56746 -4.16131 -0.06 0.01 0.00 -0.675
C 4.04524 -1.72479 -5.53380 -0.02 0.00 -0.03 -0.531
C 2.92329 -2.00025 -6.31138 0.05 0.01 0.02 -0.555
C 1.68040 -2.11619 -5.71064 -0.02 0.02 0.05 -0.510
H -1.44469 -0.30090 -3.15714 -0.05 -0.06 -0.04 -0.237
H -1.00754 -0.32852 -4.88685 0.02 0.07 -0.01 0.569
H 1.23224 0.66123 -4.32392 -0.08 -0.05 -0.08 0.438
H 0.88891 0.45708 -2.61582 0.11 0.03 -0.01 -0.838
H -0.83054 2.26650 -4.37870 0.07 -0.04 -0.08 0.542
H 0.68743 2.80892 -3.68306 -0.05 0.09 0.07 0.319
H -1.76652 1.80730 -2.11541 -0.08 0.08 -0.05 0.261
H -1.29776 3.50061 -2.33725 -0.03 0.01 0.02 0.629
H 0.48837 5.13228 -0.99926 -0.01 0.00 0.00 0.402
H 2.48518 6.30546 -1.88234 0.00 0.00 0.01 0.383
H 4.51812 5.01293 -2.45443 0.00 0.00 0.00 0.355
H 4.56484 2.56368 -2.10107 -0.02 0.01 -0.01 0.454
H 2.56010 1.38967 -1.21590 -0.02 -0.02 -0.02 -0.370
H 2.55688 -1.53164 -2.48050 -0.04 0.01 -0.01 -0.110
H 4.78986 -1.34256 -3.55247 0.00 -0.01 0.02 0.488
H 5.01770 -1.63622 -6.00278 0.00 0.00 -0.01 0.373
H 3.02015 -2.13425 -7.38162 0.01 0.00 -0.01 0.362
H 0.79973 -2.34332 -6.30180 0.00 -0.01 0.00 0.381
C -0.21591 -4.86678 -0.10024 -0.01 0.01 0.03 -1.277
C 1.21956 -4.54098 0.19369 0.08 0.04 0.02 0.877
C 2.06581 -5.52599 0.75045 -0.05 -0.05 -0.03 -0.995
C 3.35563 -5.21554 1.05084 0.08 -0.02 0.04 -0.961
C 3.84594 -3.91699 0.79524 -0.06 0.05 -0.05 0.918
C 5.17612 -3.50136 1.03481 0.05 -0.03 0.00 -0.016
Br 6.45860 -4.70985 1.77853 -0.02 0.01 0.00 -0.325
C 5.58158 -2.23837 0.70982 -0.01 0.01 0.01 -0.394
C 4.68164 -1.33412 0.15007 0.05 0.02 -0.04 0.082
Br 5.33150 0.38487 -0.33977 0.02 -0.06 0.03 -0.246
C 3.32327 -1.61587 -0.10879 0.00 0.04 -0.05 -0.139
O 2.51205 -0.81446 -0.64031 -0.06 -0.02 0.27 -0.135
C 2.93085 -2.98750 0.24122 -0.01 -0.11 -0.08 -0.422
N 1.64756 -3.32261 -0.04495 -0.07 -0.03 0.51 0.550
H -0.31042 -5.87541 -0.50851 -0.01 0.00 0.00 0.518
H -0.62559 -4.15568 -0.81374 -0.01 0.02 -0.03 0.062
H -0.80837 -4.82414 0.81519 -0.01 0.01 0.01 -0.037
H 1.67481 -6.51706 0.94757 -0.01 0.00 -0.02 0.463
H 4.01775 -5.95501 1.48280 -0.01 0.01 0.00 0.300
H 6.60541 -1.93454 0.88083 0.00 0.01 0.00 0.423
O -4.09011 -0.84694 -0.62279 -0.01 0.07 -0.02 -1.061
B -2.70796 -0.47127 -0.46757 -2.05 0.54 -0.73 -0.587
O -2.76417 0.94803 -0.13641 -0.12 -0.04 0.07 0.553
C -4.06863 1.32546 -0.06721 0.10 0.01 -0.02 0.601
C -4.59872 2.56237 0.22080 -0.05 0.03 0.03 -0.918
C -5.99201 2.67635 0.21036 0.02 -0.02 -0.01 -0.636
C -6.79802 1.58179 -0.07836 0.01 0.00 0.00 -0.448
C -6.24489 0.33204 -0.37184 -0.03 0.02 0.03 -1.129
C -4.87064 0.23087 -0.36460 -0.02 -0.03 -0.02 0.585
H -3.95640 3.39891 0.46354 0.01 0.00 0.01 0.545
H -6.44900 3.63050 0.44262 0.00 0.00 0.00 0.371
H -7.87544 1.69604 -0.06626 0.00 0.00 0.00 0.361
H -6.86383 -0.53072 -0.58061 0.00 0.00 -0.02 0.442
O 0.78125 -0.94314 2.39322 -0.02 0.27 0.51 -0.547
H -0.06472 -1.24497 2.78438 0.10 -0.08 0.35 0.465
H 0.75571 0.03280 2.45342 0.19 0.04 0.48 0.107
C -1.66255 4.48706 6.27421 0.02 0.00 0.00 -1.195
C -0.87932 4.72219 5.01041 -0.03 0.00 0.01 0.883
C -0.56616 6.01009 4.58261 0.00 0.01 0.02 -0.664
C 0.10050 6.08719 3.37046 -0.01 -0.01 -0.03 -0.199
N 0.45184 5.03727 2.65366 -0.01 0.00 -0.02 -0.423
C 0.14449 3.80667 3.15762 -0.10 -0.01 -0.06 -0.011
S 0.63187 2.42777 2.27296 0.26 -0.14 0.09 -0.371
N -0.53764 3.64811 4.32351 0.05 -0.03 0.00 -0.499
H -1.56532 5.32490 6.96671 -0.01 0.00 0.00 0.346
H -1.32205 3.56961 6.75068 0.00 0.00 0.00 0.319
H -2.72060 4.36020 6.03441 0.00 -0.01 -0.01 0.237
H -0.83269 6.89016 5.15278 -0.01 0.00 -0.01 0.318
H 0.36325 7.05755 2.95064 0.01 0.01 0.01 0.380
F -4.58644 -2.22538 4.50745 -0.07 -0.06 0.04 -0.312
C -3.43992 -1.71709 4.00240 0.09 0.07 -0.07 0.244
F -3.76038 -0.60740 3.34102 0.01 -0.01 0.02 -0.108
F -2.68549 -1.35477 5.05441 0.03 0.00 0.00 -0.278
C -2.65548 -2.71096 3.07008 -0.09 -0.05 0.35 0.990
O -1.74661 -2.07364 2.36735 0.45 0.16 -0.52 -0.445
C -1.97747 -3.79991 3.98566 -0.02 0.08 -0.03 0.427
F -0.84539 -3.33580 4.51552 -0.01 0.01 0.01 -0.238
F -1.65074 -4.89203 3.26494 0.03 -0.04 -0.05 -0.286
F -2.74450 -4.23226 5.01017 -0.02 0.00 0.02 -0.295
C -3.72230 -3.44210 2.17915 0.07 0.09 -0.10 0.209
F -4.65177 -2.59125 1.73111 -0.02 0.00 -0.02 -0.249
F -4.37997 -4.42666 2.83466 -0.05 -0.07 0.03 -0.326
F -3.14934 -4.00550 1.11152 0.01 -0.01 -0.01 -0.143

[3]
67
Properties=species:S:1:pos:R:3:forces:R:3:nbo_charge:R:1 method="wB97M-V/def2-TZVPD" de_lowest_kj_mol=0.0 charge=+1 homo_lumo_gap_ev=8.0 total_energy_ha=-6483.14548
Be -0.99695 -0.63037 0.18305 0.66 0.47 -1.19 1.484
C -4.30952 2.06877 -3.12890 -0.62 0.01 0.26 -0.768
Se -3.28543 0.92713 -1.88904 -0.69 0.36 0.20 0.245
C -4.73436 0.91173 -0.51469 0.03 0.03 -0.90 -0.585
C -4.26894 0.54086 0.86986 0.75 0.08 0.70 -0.510
Se -3.06808 -1.08232 0.93449 -0.67 0.43 0.97 0.222
C -2.75793 -0.95605 2.93222 -0.13 -0.20 -1.00 -0.733
H -4.57180 3.03588 -2.64459 0.35 -0.67 -0.35 0.223
H -5.24858 1.54290 -3.40922 0.74 0.33 0.10 0.232
H -3.68382 2.22779 -4.01085 -0.18 0.00 0.18 0.244
H -5.45789 0.18253 -0.90029 0.05 0.26 0.29 0.234
H -5.19123 1.92211 -0.54751 0.25 -0.61 0.27 0.245
H -5.10458 0.24770 1.51275 0.09 0.01 -0.16 0.240
H -3.70731 1.33829 1.40197 -0.28 -0.40 -0.55 0.227
H -3.73542 -1.03523 3.41322 0.23 -0.14 -0.11 0.246
H -2.30594 0.00674 3.15930 0.10 -0.08 -0.04 0.228
H -2.10713 -1.79957 3.19630 -0.29 0.33 0.03 0.233
O -0.03347 -1.80554 0.78352 0.35 -0.88 0.70 -0.890
C 1.06213 -2.26662 -0.15160 -1.14 1.52 -0.39 0.151
C 0.63248 -1.44985 -1.45133 -0.31 -0.10 -0.94 0.791
O 1.33958 -1.45723 -2.44545 -0.91 0.30 1.41 -0.591
O -0.55711 -0.84805 -1.34791 1.18 -0.52 0.77 -0.956
C 1.02995 -3.74839 -0.36902 0.53 -0.36 -1.34 -0.116
C 0.96300 -4.27239 -1.67851 -0.49 0.88 -0.14 -0.130
C 1.03453 -5.62420 -1.92582 0.10 -0.40 0.81 -0.213
C 1.24747 -6.52682 -0.87977 -0.43 0.44 -0.84 -0.179
C 1.36552 -5.99824 0.37450 0.43 -0.80 1.50 -0.206
C 1.29927 -4.64390 0.63969 -0.25 0.10 0.95 -0.196
C 2.36783 -1.76068 0.38972 0.18 -0.17 0.19 -0.103
C 3.48037 -1.87757 -0.42274 0.89 0.46 0.39 -0.133
C 4.73825 -1.48018 0.04248 -0.62 -0.29 -0.03 -0.198
C 4.93043 -1.08205 1.35734 -0.38 0.18 -0.24 -0.198
C 3.78926 -0.87393 2.11230 0.13 -0.06 1.31 -0.206
C 2.53523 -1.22987 1.66693 -1.03 0.15 0.01 -0.235
H 0.02468 -2.25213 1.64737 -0.03 0.25 -0.49 0.530
H 0.83940 -3.59715 -2.53228 0.00 -0.35 0.46 0.236
H 0.89707 -5.97913 -2.91609 0.04 -0.22 -0.77 0.224
H 1.27076 -7.59742 -1.04707 0.10 0.13 -0.01 0.230
H 1.55252 -6.66460 1.22124 -0.08 0.17 -0.28 0.221
H 1.43673 -4.33729 1.68388 0.00 0.09 -0.39 0.207
H 3.40819 -2.26734 -1.41716 -0.19 -0.06 -0.36 0.238
H 5.53053 -1.47917 -0.66970 0.70 -0.30 -0.18 0.224
H 5.91419 -0.95300 1.79214 -0.05 0.32 -0.22 0.233
H 3.83129 -0.47809 3.13091 0.31 -0.17 -0.31 0.221
H 1.68120 -1.07336 2.35454 0.58 -0.07 -0.54 0.198
C 0.38797 4.53932 1.13889 0.24 0.09 0.49 -0.068
N -0.74268 4.38079 0.26496 -0.94 0.00 -0.12 -0.461
C -0.30537 4.46952 -1.14059 -0.16 0.50 0.55 -0.070
N 0.72744 3.51155 -1.42648 0.30 -0.83 -1.14 -0.465
C 1.86728 3.70185 -0.53372 0.11 -0.17 -0.65 -0.065
N 1.46440 3.62052 0.83819 0.87 -0.39 1.04 -0.466
C 1.17844 2.25549 1.25153 -0.09 -0.35 -0.81 -0.473
P -0.33827 1.62975 0.28407 0.09 0.21 0.05 0.544
C -1.44161 3.13652 0.56798 -0.15 -0.25 0.12 -0.493
C 0.23209 2.12439 -1.44340 -0.19 0.29 0.34 -0.487
H 0.08348 4.34891 2.17212 -0.09 0.17 -0.04 0.194
H 0.74576 5.56693 1.08541 0.14 0.02 -0.15 0.214
H 0.05005 5.50742 -1.32652 -0.02 -0.67 0.19 0.214
H -1.16524 4.30822 -1.78697 -0.07 -0.12 -0.07 0.204
H 2.27631 4.69914 -0.74203 0.03 -0.22 0.11 0.212
H 2.63833 2.92432 -0.72566 -0.42 0.55 -0.05 0.207
H 0.99138 2.23397 2.32217 -0.08 -0.12 0.12 0.222
H 2.03784 1.58023 1.02398 -0.54 0.51 0.19 0.239
H -1.77254 3.14473 1.61945 0.18 0.07 -0.21 0.216
H -2.35171 3.03677 -0.03806 0.32 0.00 -0.05 0.234
H -0.64421 2.02293 -2.11265 0.52 0.12 0.30 0.243
H 1.00451 1.43203 -1.79285 -0.05 0.14 0.04 0.244